i | Density functional theory data (ωB97M-V/def2-TZVPD) for a 13-piece molecular cluster, C52H78O39 overall.

Atoms and positions in Å:
C: -11.67643 -7.04775 4.86959
C: -10.79671 -6.35779 3.82665
C: -11.06271 -4.87443 3.67298
O: -9.86844 -4.21051 3.76182
C: -8.90107 -5.09695 4.12473
O: -7.66840 -4.76666 4.20769
O: -9.45458 -6.35539 4.26280
H: -11.11477 -7.88261 5.28869
H: -12.57439 -7.48537 4.43337
H: -11.81056 -6.40719 5.74125
H: -10.93684 -6.83812 2.85828
H: -11.80027 -4.57949 4.41939
H: -11.51562 -4.54261 2.73871
C: 9.98107 -0.53879 7.94711
C: 10.10357 -0.82270 6.43800
C: 10.44143 -2.30848 6.14480
O: 9.50877 -2.69864 5.13936
C: 8.65074 -1.73434 4.91490
O: 7.81265 -1.74827 4.04890
O: 8.77761 -0.82646 5.86240
H: 9.15820 -1.07270 8.42245
H: 9.68610 0.48136 8.19281
H: 10.88891 -0.77353 8.50284
H: 10.76085 -0.14948 5.88768
H: 10.22736 -2.87325 7.05217
H: 11.48443 -2.46520 5.86967
C: -0.20958 1.10397 0.28103
C: -1.16943 0.49653 -0.77952
C: -2.38590 -0.16649 -0.16753
O: -3.51225 0.26061 -1.01392
C: -3.17681 1.32391 -1.69709
O: -3.88028 2.00560 -2.44465
O: -1.86512 1.62005 -1.38178
H: 0.43458 1.89570 -0.10151
H: 0.48498 0.32553 0.59682
H: -0.75333 1.58648 1.09319
H: -0.79874 0.02626 -1.69031
H: -2.48692 0.07813 0.88985
H: -2.31285 -1.25234 -0.10673
C: -12.42606 6.89645 -3.49919
C: -13.22128 7.83074 -2.60520
C: -14.51553 8.33246 -3.26393
O: -15.45870 8.01031 -2.26920
C: -14.93931 7.24639 -1.33045
O: -15.53300 6.83384 -0.34716
O: -13.63534 7.09447 -1.52503
H: -11.54774 6.59915 -2.92623
H: -12.08856 7.35893 -4.42672
H: -12.80765 5.90308 -3.73524
H: -12.55878 8.64860 -2.32186
H: -14.73313 7.91574 -4.24734
H: -14.38513 9.40507 -3.40749
C: -0.22832 8.73556 -1.87171
C: 0.72058 8.82265 -0.70351
C: 2.16784 8.79994 -1.12399
O: 2.73846 9.77490 -0.20874
C: 1.83900 10.57556 0.34543
O: 2.04877 11.64139 0.97719
O: 0.65453 10.07855 -0.07594
H: -1.26289 9.02984 -1.69517
H: -0.27459 7.65886 -2.03502
H: 0.11116 9.21766 -2.78845
H: 0.48104 8.00223 -0.02702
H: 2.29023 9.06292 -2.17469
H: 2.60987 7.83195 -0.88797
C: 6.84643 6.39747 7.22484
C: 5.32272 6.16941 7.42430
C: 4.46211 6.28964 6.19362
O: 3.57036 5.21188 6.35102
C: 4.08382 4.35955 7.16235
O: 3.63750 3.18330 7.28791
O: 5.17860 4.80885 7.74515
H: 7.48887 6.39961 8.10540
H: 7.14473 7.38424 6.87072
H: 7.36797 5.79587 6.48042
H: 5.01316 6.80049 8.25738
H: 5.00760 6.23789 5.25134
H: 3.93496 7.24217 6.13990
C: 1.03229 -4.44224 6.53138
C: 2.49690 -4.41449 6.93155
C: 2.85158 -4.40029 8.39529
O: 3.84613 -5.34899 8.45635
C: 3.92001 -6.05784 7.35334
O: 4.52230 -7.12729 7.13183
O: 3.10614 -5.57670 6.48449
H: 0.60169 -3.44683 6.64019
H: 0.44446 -5.22594 7.00927
H: 0.92582 -4.69573 5.47662
H: 3.01721 -3.62321 6.39188
H: 1.99367 -4.72425 8.98447
H: 3.28236 -3.46525 8.75340
C: -4.54543 -7.75978 -2.82043
C: -3.51486 -8.02803 -3.94534
C: -3.58629 -9.44168 -4.41002
O: -4.14628 -9.30812 -5.71948
C: -4.21751 -7.99291 -6.06663
O: -4.63844 -7.64191 -7.17098
O: -3.86726 -7.23082 -5.05499
H: -5.52009 -7.98444 -3.25364
H: -4.48873 -6.70981 -2.53329
H: -4.35770 -8.39546 -1.95511
H: -2.54063 -7.71541 -3.56953
H: -4.22806 -10.10085 -3.82545
H: -2.60673 -9.91974 -4.41339
C: 3.25098 -3.56791 -6.29468
C: 3.34585 -4.61271 -7.39143
C: 4.64782 -5.15795 -7.76564
O: 4.54007 -6.57162 -7.68044
C: 3.38682 -6.92043 -7.01055
O: 2.95594 -8.03707 -6.79569
O: 2.68098 -5.72448 -6.84606
H: 2.20970 -3.30164 -6.11314
H: 3.78927 -2.66089 -6.56974
H: 3.69109 -3.89327 -5.35205
H: 2.85537 -4.23372 -8.28804
H: 5.39293 -4.84203 -7.03551
H: 4.90804 -4.71353 -8.72631
C: 10.76408 -0.40781 -3.57072
C: 9.92838 0.18761 -2.42774
C: 10.46518 1.53737 -1.99520
O: 9.33657 2.44830 -2.13091
C: 8.34003 1.84227 -2.74695
O: 7.28900 2.38617 -3.00461
O: 8.70347 0.52060 -3.07754
H: 10.23380 -1.29523 -3.91627
H: 11.72585 -0.83527 -3.28720
H: 10.80310 0.26340 -4.42865
H: 9.87093 -0.53697 -1.61547
H: 11.33509 1.89671 -2.54495
H: 10.69819 1.39287 -0.94025
C: 0.12128 4.14425 -8.34425
C: 0.32962 5.47799 -9.10881
C: 1.75976 5.87748 -9.29610
O: 1.85963 5.95914 -10.70865
C: 0.72932 5.46211 -11.28888
O: 0.62192 5.27318 -12.47258
O: -0.16688 5.24760 -10.39730
H: -0.93666 3.89419 -8.26474
H: 0.57120 4.16780 -7.35172
H: 0.56026 3.28753 -8.85556
H: -0.28128 6.24108 -8.62653
H: 2.42751 5.09261 -8.94084
H: 1.86700 6.75642 -8.66043
C: -8.79274 3.41051 4.34205
C: -7.83936 3.70862 3.25067
C: -8.37496 4.72054 2.29294
O: -7.34740 5.59777 2.05387
C: -6.46482 5.44299 3.08672
O: -5.44846 6.14581 3.26427
O: -6.79024 4.36962 3.85403
H: -8.22552 2.80077 5.04531
H: -9.59342 2.82838 3.88582
H: -9.22130 4.22160 4.93074
H: -7.60898 2.82011 2.66280
H: -9.29503 5.21605 2.60285
H: -8.53972 4.09252 1.41741
C: 3.59832 -7.37886 -0.32470
C: 5.03649 -7.82661 -0.01544
C: 5.32831 -9.30591 -0.19741
O: 6.41586 -9.30519 -1.13280
C: 6.63884 -8.04258 -1.57978
O: 7.48294 -7.71405 -2.48798
O: 5.78355 -7.18828 -1.02226
H: 3.52061 -6.29485 -0.40830
H: 2.89099 -7.75270 0.41559
H: 3.30194 -7.74847 -1.30635
H: 5.31653 -7.54696 1.00018
H: 4.42102 -9.63857 -0.70163
H: 5.63925 -9.81456 0.71512

Values from the calculation:
- Kohn-Sham gap: 10.68 eV
- E_LUMO: 0.112 eV
- Net charge: 0

These are the Löwdin partial charges, in e, on atoms 1 to 6: C -0.017; C -0.326; C -0.154; O 0.077; C -0.416; O 0.075



ii | Density functional theory data (ωB97M-V/def2-TZVPD) for a 13-piece molecular cluster, C52H78O39 overall.

Atoms and positions in Å:
C: -1.29497 -2.90529 5.83507
C: -2.36087 -2.13501 5.06802
C: -1.85112 -0.83643 4.42837
O: -2.57877 -0.74379 3.19876
C: -2.95925 -1.97479 2.87522
O: -3.39879 -2.24871 1.79713
O: -2.74758 -2.82973 3.88814
H: -1.64853 -3.55053 6.63862
H: -0.42714 -2.32732 6.15143
H: -0.83927 -3.65473 5.18280
H: -3.27564 -1.93374 5.63107
H: -0.77573 -0.73762 4.26986
H: -2.09331 -0.00075 5.08807
C: 5.22210 4.61443 -2.30795
C: 4.60117 3.33570 -1.80745
C: 3.13017 3.02791 -1.99249
O: 3.14531 1.69796 -2.57352
C: 4.36024 1.43047 -3.07347
O: 4.63869 0.43825 -3.67175
O: 5.21334 2.42358 -2.76917
H: 6.29781 4.66630 -2.15591
H: 4.83194 5.40437 -1.64870
H: 4.97133 4.91622 -3.32188
H: 4.98164 3.10387 -0.81220
H: 2.55239 3.72077 -2.60147
H: 2.69092 2.91443 -1.00114
C: 3.43506 -4.06365 1.71832
C: 4.14596 -4.27885 0.41386
C: 5.40340 -5.13909 0.45578
O: 4.96023 -6.34932 -0.13210
C: 3.71462 -6.25558 -0.65610
O: 3.23834 -7.09364 -1.35943
O: 3.28559 -5.01123 -0.46093
H: 3.96241 -3.33273 2.33449
H: 3.24562 -4.98217 2.27832
H: 2.43178 -3.65667 1.57160
H: 4.38078 -3.31274 -0.03064
H: 5.74918 -5.37444 1.46322
H: 6.22744 -4.67440 -0.08771
C: 5.68432 -4.49307 -3.73024
C: 4.72864 -3.32879 -3.94182
C: 3.32534 -3.72753 -4.34459
O: 2.49857 -2.98030 -3.45205
C: 3.17034 -2.48369 -2.43252
O: 2.75422 -1.95987 -1.43467
O: 4.47052 -2.66196 -2.71600
H: 5.92266 -4.95691 -4.68628
H: 5.18551 -5.24131 -3.10774
H: 6.57031 -4.20900 -3.16542
H: 5.07469 -2.59031 -4.66897
H: 3.06850 -4.75054 -4.05260
H: 3.06559 -3.57521 -5.38791
C: -6.59100 1.64997 0.85416
C: -5.58700 2.00960 1.92919
C: -4.19460 2.56900 1.54645
O: -4.00705 3.48403 2.56626
C: -5.13656 3.87100 3.12422
O: -5.24198 4.75187 3.92832
O: -6.13483 3.05900 2.73490
H: -7.52833 1.38623 1.33900
H: -6.25831 0.78955 0.27064
H: -6.68759 2.48350 0.15764
H: -5.35412 1.09157 2.48267
H: -4.10845 3.00151 0.54564
H: -3.47733 1.75024 1.62974
C: -3.16462 -6.28980 4.74398
C: -1.90967 -6.66352 3.95513
C: -2.21766 -7.06526 2.46542
O: -1.16742 -6.39858 1.78778
C: -0.66077 -5.41548 2.53238
O: -0.05411 -4.47109 2.10115
O: -1.08578 -5.52094 3.77167
H: -2.92500 -5.91061 5.73770
H: -3.69083 -7.21983 4.97238
H: -3.78537 -5.60609 4.16938
H: -1.40862 -7.45000 4.51992
H: -3.22662 -6.78581 2.16842
H: -2.06773 -8.14125 2.40386
C: 0.39531 -0.84974 1.02574
C: -0.05979 -0.15066 -0.25821
C: -1.56643 0.00478 -0.42505
O: -1.72771 1.43268 -0.49048
C: -0.48535 2.02578 -0.44298
O: -0.37776 3.20703 -0.63884
O: 0.48809 1.15069 -0.32993
H: 0.00239 -1.86544 1.11421
H: 0.24780 -0.28007 1.94399
H: 1.46308 -1.07180 0.94170
H: 0.32384 -0.66683 -1.14094
H: -1.97350 -0.35561 0.52176
H: -1.99177 -0.48793 -1.29461
C: 0.23287 -2.48925 -6.30458
C: -0.46022 -1.15596 -5.95055
C: -0.65851 -0.98867 -4.41760
O: -0.05496 0.31608 -4.23459
C: 0.60072 0.74285 -5.32360
O: 1.18661 1.77898 -5.39222
O: 0.34402 -0.07393 -6.34501
H: -0.32921 -3.28736 -5.81987
H: 1.23944 -2.34159 -5.91795
H: 0.20016 -2.70639 -7.36983
H: -1.44804 -1.04713 -6.40325
H: -0.10946 -1.70919 -3.80761
H: -1.67657 -0.91627 -4.04156
C: -4.48549 -2.95811 -2.72461
C: -3.92965 -4.07918 -3.55084
C: -5.00383 -4.97866 -4.15576
O: -4.47977 -5.20312 -5.46992
C: -3.48142 -4.35768 -5.74527
O: -2.94019 -4.22354 -6.79477
O: -3.23130 -3.55157 -4.68031
H: -5.39808 -2.56434 -3.18252
H: -3.84966 -2.07955 -2.62270
H: -4.79382 -3.30480 -1.73657
H: -3.15059 -4.59520 -2.98063
H: -5.94859 -4.46920 -4.34511
H: -5.11942 -5.84585 -3.50917
C: 0.74509 6.58827 0.42489
C: 1.12960 6.06097 -0.96354
C: 0.11257 6.37387 -2.04239
O: 0.92156 6.83376 -3.12242
C: 2.14122 7.15758 -2.70289
O: 2.97096 7.67021 -3.39384
O: 2.29424 6.73305 -1.44012
H: 1.62229 6.86632 1.00429
H: 0.15862 5.86177 0.98714
H: 0.11108 7.45679 0.23918
H: 1.20186 4.97275 -0.99126
H: -0.64972 7.10615 -1.78103
H: -0.30278 5.43523 -2.40984
C: 4.91083 0.41910 2.91745
C: 4.60362 -0.34741 1.61945
C: 4.52730 0.53825 0.37617
O: 5.49262 -0.06617 -0.47327
C: 6.16322 -1.03916 0.13953
O: 7.02236 -1.68579 -0.37745
O: 5.75205 -1.16016 1.41635
H: 5.90107 0.86333 3.01448
H: 4.88634 -0.31613 3.72635
H: 4.16070 1.17257 3.16670
H: 3.72997 -0.97891 1.79103
H: 4.78808 1.54331 0.70944
H: 3.54707 0.49426 -0.09701
C: -3.47331 6.53014 -1.88699
C: -3.43524 5.80117 -0.52128
C: -2.98390 6.70470 0.61966
O: -4.23627 7.05282 1.23668
C: -5.22360 6.24275 0.78340
O: -6.33977 6.15531 1.16808
O: -4.76273 5.42968 -0.19847
H: -2.48498 6.58595 -2.33531
H: -3.96175 7.50221 -1.96588
H: -4.09035 5.90513 -2.53737
H: -2.85428 4.88913 -0.65688
H: -2.52623 7.59884 0.20186
H: -2.30444 6.21399 1.31494
C: -0.23882 2.93142 3.57108
C: -0.65832 3.77917 4.74661
C: -1.87884 3.26373 5.51026
O: -1.47783 3.15348 6.86189
C: -0.17208 3.41365 6.96907
O: 0.42131 3.24724 7.98832
O: 0.38532 3.72598 5.76579
H: -1.00321 2.91207 2.78577
H: -0.23716 1.86631 3.82642
H: 0.71365 3.16145 3.09892
H: -0.69757 4.84766 4.53381
H: -2.13584 2.26168 5.16445
H: -2.69306 3.97468 5.37651

Values from the calculation:
- Kohn-Sham gap: 10.36 eV
- E_LUMO: -0.136 eV
- Net charge: 0

These are the Löwdin partial charges, in e, on atoms 1 to 6: C -0.002; C -0.277; C -0.088; O 0.059; C -0.588; O 0.145



ii is preferred energetically. Next in line: 151.6 kcal/mol higher.